Record 1
A 6-piece molecular cluster, C21H38F3O16 overall, computed with wB97M-V/def2-TZVPD.

relative energy (zero: lowest compared OMol25 entry of this formula, charge and spin) = 32.08 kcal per mole
orbital gap = 7.57 eV
total charge = -1

Element x y z (Å)
O -0.859 -0.534 0.018
H -0.230 0.091 0.407
C 1.628 -2.490 -0.770
C 1.045 -1.868 -2.092
O 0.948 -2.956 -2.949
C 1.536 -4.049 -2.468
O 1.724 -5.034 -3.061
O 2.007 -3.723 -1.212
F 1.930 -0.908 -2.586
H 0.835 -2.505 -0.065
H 2.363 -1.875 -0.477
H 0.031 -1.297 -2.184
C -2.952 0.072 -2.406
C -3.921 -0.148 -1.319
O -5.041 -0.744 -1.985
C -4.844 -0.871 -3.263
O -5.679 -1.157 -4.159
O -3.552 -0.442 -3.525
F -4.206 1.010 -0.747
H -2.038 -0.558 -2.359
H -2.681 1.205 -2.712
H -3.651 -0.771 -0.537
C -3.308 -0.667 2.549
C -2.637 -2.157 2.379
O -3.857 -2.919 2.057
C -4.881 -2.181 1.784
O -6.011 -2.585 1.458
O -4.618 -0.886 2.066
F -1.982 -2.605 3.407
H -2.786 0.059 2.311
H -3.394 -0.608 3.648
H -1.864 -2.095 1.557
C -1.337 7.007 -3.506
O -0.744 6.167 -2.449
C -0.255 4.961 -2.906
C 0.002 4.021 -1.773
O -0.957 3.880 -0.969
C -0.641 3.118 0.176
C -1.932 2.693 0.951
O -2.708 3.819 1.036
C -3.767 3.639 1.990
H -0.634 7.246 -4.242
H -1.528 7.875 -3.162
H -2.135 6.662 -4.263
H 0.719 4.897 -3.479
H -1.165 4.514 -3.637
H 0.758 4.284 -1.092
H 0.040 2.841 -2.003
H 0.129 3.679 0.845
H -0.062 2.271 -0.080
H -1.511 2.153 1.858
H -2.398 1.915 0.567
H -3.399 3.380 3.096
H -4.388 2.860 1.512
H -4.502 4.485 2.070
C 0.982 0.144 2.826
O 2.074 -0.664 2.578
C 2.168 -1.852 3.404
C 3.662 -2.460 3.186
O 3.850 -2.466 2.027
C 5.192 -2.615 1.690
C 5.394 -2.984 0.206
O 6.799 -3.351 0.026
C 6.915 -4.119 -1.240
H 1.178 0.661 3.726
H -0.031 -0.232 2.665
H 1.189 0.953 1.975
H 1.428 -2.462 2.855
H 2.183 -1.680 4.443
H 3.506 -3.366 3.474
H 4.412 -1.769 3.823
H 5.610 -3.288 2.436
H 5.878 -1.795 1.990
H 5.193 -2.070 -0.486
H 4.871 -3.845 -0.118
H 8.151 -4.307 -1.429
H 6.423 -3.631 -1.975
H 6.296 -5.004 -1.362

Atomic forces in eV per Å
O -0.1928 0.0113 0.2879
H -0.1844 -0.2452 -0.1724
C -4.2872 0.7682 -2.9649
C -2.0889 2.0151 0.1923
O -0.4625 0.3123 -1.1550
C 1.0539 2.6652 1.8237
O 0.1183 -1.9599 -0.4972
O 1.0760 -3.2614 -0.4816
F 0.3825 -0.6922 -0.1736
H -0.6780 -0.1623 0.8860
H 3.0725 1.7771 1.2798
H 1.8346 -1.3439 1.2447
C 3.5000 1.3928 -1.5767
C -0.1147 -0.1091 -0.5962
O -1.0827 0.0996 1.9095
C -0.9350 0.8935 -4.8222
O 3.1740 0.5198 3.6284
O -3.0069 -1.5731 -2.8004
F -1.3848 1.6641 0.5604
H -0.2357 1.0759 1.0353
H -0.5874 -2.4013 1.5543
H 0.8210 -1.5179 1.2118
C -3.9629 -10.2837 5.0910
C -0.9163 3.5858 -3.8930
O 3.1351 -1.6467 0.4464
C -4.2798 0.4268 0.0360
O 3.5853 1.1872 0.6672
O -0.3999 1.2180 -1.1348
F -0.0185 -0.9945 2.3513
H 4.4650 6.8611 -3.8064
H -0.1447 0.1906 -0.0189
H -1.2770 -0.3853 0.0067
C 1.2328 -6.3190 -2.4665
O -0.9145 1.8723 -1.3630
C -1.7712 -2.5428 -2.7756
C 3.0374 -3.4802 -3.0758
O -8.1856 0.1196 6.0055
C -0.4444 1.2546 1.3483
C 4.9791 2.2180 1.1126
O -1.1763 1.4225 2.2969
C -0.4401 -0.5258 0.5951
H 2.1036 0.0657 -1.0746
H -2.0211 5.7389 3.2030
H 0.3649 -0.5370 2.1287
H -0.9440 0.9711 0.0641
H 2.4889 0.6163 1.6865
H 2.9508 0.9024 -0.2684
H 2.0061 2.1475 -1.6419
H -1.4802 -0.2287 -0.7338
H 0.3437 -1.4969 -0.7345
H -0.4658 1.3811 0.2333
H -2.4078 -3.4714 -2.8276
H -0.6132 0.3166 -2.4299
H 0.0676 -0.3554 0.9778
H 1.3491 -0.1768 -0.2974
C 1.0236 2.7099 -3.1779
O 1.2026 -1.6092 0.8678
C 1.7627 0.3995 -3.0872
C -4.3647 7.3287 12.2182
O 3.7296 1.2297 -15.7565
C 1.5528 -0.4797 -0.4306
C 1.8886 1.7555 -0.2110
O -0.7582 -1.0950 -1.3057
C 4.0900 -0.5812 2.6731
H -0.5693 0.6021 1.4798
H 0.1771 -0.4747 0.1820
H -1.0838 -1.2382 1.7161
H 0.1421 -0.7150 1.4220
H -1.2310 0.3232 1.4171
H -0.0386 -6.1424 3.6997
H -1.2999 -1.4591 -0.7570
H 0.1333 -1.4635 -0.5517
H -0.9533 0.8375 -0.5947
H -0.0508 -1.4998 1.1766
H -1.3495 -0.6052 -0.0426
H -3.8920 0.5007 0.3974
H -0.5762 2.7823 -2.8009
H 0.4272 -1.0867 1.3836

***

Record 2
C21H39BrGeNO5Zr as an isolated structure, computed with wB97M-V/def2-TZVPD.

expectation value of S² = 0.774
multiplicity = 2
relative energy (zero: lowest compared OMol25 entry of this formula, charge and spin) = 0.00 kcal per mole
orbital gap (spin up / spin down) = 8.57 / 4.74 eV
total charge = +4

Element x y z (Å)
Zr 0.077 -0.173 -0.132
C 3.629 1.626 -2.125
C 3.056 0.255 -1.828
C 3.954 -0.566 -0.926
C 2.656 -0.460 -3.097
O 1.745 0.500 -1.042
Ge 1.981 1.749 0.593
O -0.067 1.750 0.322
C -0.964 2.979 0.481
C -1.185 3.538 -0.908
C -0.227 3.948 1.382
C -2.239 2.457 1.113
O 1.380 -0.062 1.433
C 1.409 -0.264 2.918
C 2.567 0.546 3.471
C 0.081 0.203 3.485
C 1.624 -1.754 3.113
H 4.482 1.509 -2.795
H 4.015 2.128 -1.233
H 2.902 2.267 -2.626
H 4.902 -0.740 -1.435
H 3.517 -1.537 -0.687
H 4.183 -0.037 0.004
H 3.558 -0.679 -3.671
H 2.018 0.162 -3.724
H 2.166 -1.418 -2.906
H -0.240 3.802 -1.384
H -1.782 4.448 -0.840
H -1.732 2.830 -1.535
H 0.674 4.343 0.905
H 0.029 3.497 2.344
H -0.866 4.807 1.590
H -2.685 1.672 0.492
H -2.968 3.264 1.188
H -2.059 2.084 2.123
H 2.414 1.621 3.325
H 3.513 0.247 3.015
H 2.657 0.394 4.546
H -0.044 1.280 3.383
H 0.028 -0.038 4.546
H -0.753 -0.318 2.997
H 2.544 -2.082 2.630
H 0.781 -2.326 2.708
H 1.700 -1.981 4.176
O -2.572 -5.983 1.496
C -2.191 -4.791 1.257
C -2.830 -3.607 1.805
C -2.302 -2.336 1.469
N -1.261 -2.181 0.680
C -0.675 -3.341 0.166
Br 0.799 -2.916 -0.929
C -1.063 -4.611 0.398
H -3.344 -6.122 2.088
H -3.692 -3.682 2.462
H -2.773 -1.450 1.882
H -0.563 -5.475 -0.027
C -3.204 -0.382 -3.268
C -2.262 0.705 -3.788
C -0.976 0.415 -3.047
O -1.418 -0.145 -1.714
C -2.888 -0.404 -1.792
H -2.983 -1.345 -3.732
H -4.253 -0.153 -3.444
H -2.639 1.700 -3.553
H -2.114 0.648 -4.865
H -0.368 1.295 -2.842
H -0.388 -0.364 -3.531
H -3.386 0.409 -1.263
H -3.080 -1.355 -1.300

Atomic forces in eV per Å
Zr 0.5365 0.6446 -0.7540
C -0.0216 -0.0092 0.0064
C 0.0803 0.0181 -0.0848
C -0.1055 0.0585 -0.0572
C 0.0214 0.0106 -0.0191
O -0.6114 -0.2161 0.4248
Ge 0.0322 -0.0668 0.1455
O -0.0500 -0.1595 0.0127
C -0.1257 0.2581 -0.0119
C 0.0477 -0.0641 0.0320
C 0.0756 -0.0692 -0.0306
C 0.0999 -0.0076 0.0228
O -0.2586 0.0304 -0.0380
C 0.2106 -0.0858 0.2534
C 0.0059 -0.0011 -0.1270
C 0.0569 -0.0528 -0.0427
C 0.0299 0.0363 -0.0616
H 0.0032 0.0145 -0.0034
H -0.0019 -0.0076 0.0040
H 0.0058 -0.0036 -0.0180
H 0.0181 -0.0073 0.0198
H 0.0296 -0.0069 0.0254
H 0.0325 -0.0369 0.0150
H -0.0055 -0.0132 -0.0003
H -0.0091 0.0016 0.0120
H -0.0044 -0.0070 0.0169
H -0.0143 0.0019 -0.0212
H -0.0068 0.0035 0.0028
H 0.0090 0.0165 -0.0081
H -0.0119 0.0103 -0.0026
H -0.0172 0.0034 0.0134
H -0.0147 -0.0017 -0.0001
H -0.0265 0.0103 0.0022
H -0.0115 -0.0068 -0.0156
H -0.0088 -0.0243 -0.0010
H -0.0033 -0.0055 0.0436
H 0.0054 -0.0033 0.0148
H -0.0161 -0.0174 0.0102
H -0.0735 0.0104 -0.0352
H 0.0092 0.0291 0.0167
H -0.0432 0.0505 -0.0183
H -0.0001 -0.0092 0.0110
H 0.0052 0.0000 0.0138
H -0.0130 -0.0152 0.0078
O -0.0409 -0.0435 0.0264
C 0.1343 0.1402 -0.0848
C -0.0659 -0.1188 0.0428
C 0.0689 0.2436 -0.0315
N -0.1542 -0.4237 0.2373
C 0.2555 0.2918 -0.1624
Br -0.0608 -0.2774 0.0285
C -0.1027 -0.0509 0.0782
H 0.0075 0.0000 -0.0091
H 0.0035 -0.0140 -0.0016
H 0.0113 0.0082 -0.0070
H -0.0044 -0.0033 -0.0008
C 0.0677 0.0014 -0.0477
C -0.0649 -0.0361 0.0578
C 0.0066 0.1211 -0.2827
O 0.1290 -0.0724 0.2590
C -0.1847 0.0099 -0.0459
H -0.0075 -0.0078 0.0108
H -0.0002 0.0200 0.0046
H 0.0012 -0.0097 0.0166
H 0.0219 -0.0082 -0.0043
H 0.0175 -0.0306 0.0453
H -0.0003 -0.0295 0.0698
H 0.0519 -0.0051 0.0393
H 0.0496 -0.0159 -0.0147

***

Record 3
C21H39CoS3Si2Te as an isolated structure, computed with wB97M-V/def2-TZVPD.

expectation value of S² = 1.186
multiplicity = 2
orbital gap (spin up / spin down) = 7.45 / 8.34 eV
total charge = +1

Element x y z (Å)
Co 0.323 -0.087 0.196
C 0.001 0.525 -3.255
C 1.430 0.033 -3.103
S 2.157 0.382 -1.496
C 2.266 2.200 -1.522
C 1.641 2.916 -0.325
S 0.017 2.344 0.228
C -1.048 2.763 -1.168
C -1.921 1.576 -1.549
S -1.016 0.045 -1.835
H -0.438 0.100 -4.158
H -0.036 1.609 -3.355
H 2.074 0.446 -3.879
H 1.479 -1.051 -3.179
H 1.830 2.541 -2.462
H 3.324 2.458 -1.550
H 1.570 3.983 -0.536
H 2.278 2.814 0.554
H -0.421 3.097 -1.994
H -1.675 3.603 -0.872
H -2.513 1.809 -2.434
H -2.620 1.334 -0.746
C -0.062 -4.313 1.268
Si -0.748 -3.097 0.041
C -2.335 -3.748 -0.674
C 0.511 -3.023 -1.355
C -1.112 -1.403 0.760
Si -1.783 -1.235 2.501
C -1.480 0.458 3.234
C -1.108 -2.448 3.741
C -3.629 -1.466 2.377
H 0.261 -5.204 0.721
H -0.806 -4.628 2.000
H 0.804 -3.922 1.811
H -2.181 -4.710 -1.172
H -2.740 -3.047 -1.411
H -3.090 -3.891 0.104
H 0.829 -4.035 -1.627
H 1.409 -2.464 -1.071
H 0.074 -2.572 -2.249
H -1.927 -0.994 0.151
H -0.502 0.473 3.718
H -2.227 0.667 4.006
H -1.519 1.268 2.501
H -0.020 -2.516 3.713
H -1.508 -3.454 3.607
H -1.396 -2.108 4.741
H -4.065 -0.746 1.676
H -4.106 -1.317 3.350
H -3.888 -2.470 2.028
C 2.609 -1.427 3.456
Te 2.338 0.029 1.930
C 2.114 1.427 3.521
C 2.773 0.750 4.704
C 3.121 1.483 5.835
C 3.730 0.861 6.912
C 4.004 -0.501 6.865
C 3.657 -1.237 5.744
C 3.034 -0.619 4.662
H 3.363 -2.141 3.131
H 1.671 -1.949 3.619
H 1.065 1.648 3.687
H 2.623 2.348 3.242
H 2.920 2.548 5.869
H 4.000 1.439 7.786
H 4.493 -0.987 7.699
H 3.872 -2.299 5.705

Atomic forces in eV per Å
Co -0.0617 0.1242 -1.0292
C 0.1117 0.0724 -0.1037
C -0.0984 -0.0101 0.0095
S 0.2315 0.0748 0.4609
C 0.0049 0.0403 -0.0416
C -0.0105 0.0598 -0.0852
S 0.2935 -0.0170 0.4893
C -0.0465 -0.0881 -0.0230
C -0.1444 0.1552 0.0058
S -0.0472 -0.2469 0.0515
H -0.0465 -0.0026 0.0250
H 0.0434 -0.0231 -0.0192
H -0.0121 0.0116 -0.0252
H 0.0037 -0.0533 -0.0360
H -0.0372 0.0078 0.0337
H 0.0103 0.0357 -0.0595
H 0.0610 0.0204 -0.0100
H -0.0046 -0.0257 0.0268
H -0.0321 -0.0164 -0.0213
H -0.0268 0.0009 -0.0394
H -0.0221 -0.0279 -0.0178
H 0.0232 0.0235 0.0026
C 0.1239 -0.1634 0.1452
Si 0.0075 0.2190 0.0367
C -0.1863 -0.1628 -0.1027
C 0.1181 0.0168 -0.1419
C 0.3004 0.2884 0.4214
Si -0.0238 0.0013 -0.2027
C -0.0388 0.1800 0.0428
C 0.0140 -0.1079 0.2224
C -0.2318 -0.0673 0.0161
H 0.0081 0.0309 0.0575
H 0.0643 -0.0122 -0.0360
H -0.0389 -0.0429 -0.0225
H -0.0368 0.0500 0.0222
H -0.0095 -0.0501 0.0257
H 0.0134 0.0086 -0.0584
H -0.0326 0.0662 0.0170
H -0.0048 -0.0404 -0.0403
H 0.0436 0.0043 -0.0117
H -0.2059 -0.1822 0.0263
H 0.0008 0.0453 0.0122
H 0.0617 -0.0099 -0.0322
H 0.0090 -0.0100 0.0538
H -0.1519 -0.0739 0.0373
H 0.0048 0.0369 0.0358
H 0.0417 -0.0383 -0.0237
H -0.0159 -0.0460 0.0480
H 0.0002 -0.0162 -0.0676
H -0.0072 0.0723 0.0076
C 0.0368 0.1018 0.0989
Te -0.0775 -0.2111 -0.2307
C 0.0512 -0.0168 0.0645
C -0.0257 0.0065 -0.0187
C -0.0086 0.0031 -0.0181
C 0.0041 -0.0206 0.0053
C -0.0088 0.0364 -0.0212
C -0.0293 -0.0040 -0.0032
C -0.0309 -0.0680 -0.0246
H 0.0329 0.0294 0.0234
H 0.0783 0.0006 0.0207
H -0.0644 0.0314 0.0300
H 0.0436 0.0024 0.0259
H 0.0097 -0.0423 -0.0034
H 0.0033 -0.0051 -0.0118
H -0.0175 0.0114 -0.0149
H -0.0175 0.0328 -0.0043

***

Number 1: E_tot -2325.97797 Ha. Number 2: E_tot -5951.08967 Ha. Number 3: E_tot -4247.74639 Ha.